{"formula": "C25H80N14O15", "method": "wB97M-V/def2-TZVPD", "lumo_ev": 0.014, "homo_lumo_gap_ev": 9.07, "elements": ["O", "H", "H", "O", "H", "H", "C", "O", "N", "N", "H", "H", "H", "H", "C", "O", "N", "N", "H", "H", "H", "H", "C", "O", "N", "N", "H", "H", "H", "H", "C", "O", "N", "N", "H", "H", "H", "H", "C", "O", "N", "N", "H", "H", "H", "H", "C", "O", "N", "N", "H", "H", "H", "H", "C", "O", "N", "N", "H", "H", "H", "H", "C", "C", "C", "O", "H", "H", "H", "H", "H", "H", "H", "H", "C", "C", "C", "O", "H", "H", "H", "H", "H", "H", "H", "H", "C", "C", "C", "O", "H", "H", "H", "H", "H", "H", "H", "H", "C", "C", "C", "O", "H", "H", "H", "H", "H", "H", "H", "H", "C", "C", "C", "O", "H", "H", "H", "H", "H", "H", "H", "H", "C", "C", "C", "O", "H", "H", "H", "H", "H", "H", "H", "H"], "coordinates": [[-10.1431, 10.5170, 27.9467], [-9.4932, 10.7779, 28.5992], [-9.9141, 9.6137, 27.7278], [-18.0520, 20.3970, 18.5999], [-17.8170, 19.7108, 17.9754], [-17.7495, 20.0659, 19.4455], [-16.2071, 7.9896, 21.7632], [-17.3539, 7.6619, 22.1517], [-15.6547, 8.8791, 22.4415], [-15.6615, 7.6041, 20.6780], [-16.1132, 9.1246, 23.3073], [-14.6644, 9.0346, 22.3179], [-14.7204, 7.8783, 20.4348], [-16.1479, 6.9443, 20.0879], [-9.1857, 9.0647, 22.1702], [-10.3287, 8.7019, 21.9853], [-8.5303, 9.9071, 21.4697], [-8.4724, 8.7085, 23.1655], [-8.8917, 10.1074, 20.5480], [-7.6108, 10.1514, 21.8086], [-7.5490, 9.0879, 23.3186], [-8.9210, 8.1382, 23.8681], [-7.2482, 19.6085, 18.4224], [-6.3394, 18.9026, 18.0992], [-7.2931, 20.4296, 19.3481], [-8.3493, 19.4808, 17.8174], [-6.4856, 20.6703, 19.9049], [-8.1989, 20.8520, 19.4936], [-8.5013, 18.9255, 16.9875], [-9.1842, 19.9794, 18.0902], [-13.4749, 21.5972, 15.5941], [-13.0860, 21.6803, 16.7486], [-14.5980, 22.0346, 15.1100], [-12.7232, 21.0692, 14.6551], [-15.0534, 21.6295, 14.3046], [-15.1772, 22.6326, 15.6818], [-11.7468, 20.8524, 14.7959], [-13.0616, 21.1865, 13.7108], [-16.8497, 10.4574, 27.5462], [-16.9554, 9.3522, 27.9384], [-17.8403, 11.3121, 27.3119], [-15.6838, 10.9754, 27.2121], [-18.6653, 10.9360, 27.7570], [-17.6426, 12.3024, 27.2954], [-14.8453, 10.4131, 27.2391], [-15.6858, 11.9749, 27.0671], [-11.8833, 12.9849, 15.5606], [-10.8677, 12.8135, 16.1135], [-12.7379, 12.0875, 15.2323], [-12.1744, 14.1503, 15.0758], [-13.5280, 12.2253, 14.6184], [-12.5411, 11.1067, 15.3717], [-12.8098, 14.3586, 14.3189], [-11.4744, 14.8552, 15.2583], [-19.0433, 13.7490, 18.3296], [-18.5259, 14.8357, 18.0061], [-20.0838, 13.1768, 17.7803], [-18.5605, 13.1239, 19.3689], [-20.3643, 12.2394, 18.0309], [-20.3248, 13.6092, 16.9000], [-19.0220, 12.3047, 19.7377], [-17.5818, 13.2981, 19.5478], [-16.4113, 15.7690, 31.3471], [-16.1976, 16.8045, 30.2732], [-14.8386, 17.5085, 30.3829], [-16.2254, 16.1828, 29.0101], [-15.6989, 14.9576, 31.1984], [-17.3669, 15.2543, 31.2467], [-16.3864, 16.1056, 32.3835], [-16.9651, 17.5697, 30.3901], [-13.9789, 16.8473, 30.4919], [-14.8627, 18.1445, 31.2678], [-14.5807, 18.1550, 29.5440], [-15.6545, 16.6113, 28.3682], [-18.7501, 25.1267, 26.0975], [-19.2272, 23.9237, 26.9916], [-17.9649, 23.0226, 27.1468], [-19.5326, 24.3877, 28.2674], [-17.9313, 25.6694, 26.5699], [-19.5936, 25.8162, 26.0630], [-18.5913, 24.8192, 25.0639], [-20.0468, 23.3731, 26.5300], [-17.4384, 22.7703, 26.2263], [-18.1400, 22.0796, 27.6647], [-17.1717, 23.4423, 27.7656], [-18.9284, 24.0082, 28.9097], [-8.5558, 20.4622, 26.6240], [-8.4857, 19.5029, 27.8035], [-7.5425, 18.3189, 27.6040], [-8.0090, 20.1996, 28.9749], [-9.4210, 21.1142, 26.7433], [-8.7942, 19.9651, 25.6837], [-7.6758, 21.0922, 26.4945], [-9.4595, 19.0192, 27.8796], [-7.6079, 17.7025, 28.5006], [-6.4592, 18.4398, 27.6015], [-7.7805, 17.7187, 26.7258], [-7.7134, 21.0770, 28.7212], [-10.6255, 26.3754, 20.8992], [-11.2270, 25.5259, 22.0574], [-12.7130, 25.8661, 22.4013], [-11.2312, 24.0814, 21.8541], [-9.7557, 25.9646, 20.3867], [-10.4990, 27.4325, 21.1327], [-11.1950, 26.2578, 19.9773], [-10.5235, 25.6269, 22.8838], [-13.1274, 25.1026, 23.0597], [-13.3054, 25.9707, 21.4923], [-12.6072, 26.7778, 22.9891], [-11.7651, 23.9342, 21.0700], [-11.6686, 15.4334, 21.9737], [-12.4109, 16.2965, 23.0587], [-13.5848, 17.1210, 22.6126], [-12.8865, 15.3116, 23.9488], [-12.1897, 14.5422, 21.6240], [-10.7134, 15.0737, 22.3561], [-11.4148, 16.0368, 21.1021], [-11.6298, 16.8813, 23.5445], [-13.0942, 17.8270, 21.9426], [-13.9452, 17.7586, 23.4199], [-14.4089, 16.4993, 22.2627], [-12.1848, 14.6837, 24.1359], [-23.2146, 17.2228, 23.1029], [-22.2798, 17.9071, 24.1194], [-20.9985, 18.5311, 23.5337], [-23.0034, 18.9697, 24.6912], [-22.6290, 16.5512, 22.4750], [-23.5528, 17.9338, 22.3492], [-23.9744, 16.6746, 23.6600], [-21.9202, 17.1332, 24.7975], [-20.3015, 18.9622, 24.2524], [-21.2353, 19.3528, 22.8578], [-20.3818, 17.7087, 23.1709], [-23.2400, 19.4493, 23.8940]], "lowdin_charge": [-0.054, 0.028, 0.026, -0.057, 0.028, 0.028, -0.830, -0.026, 0.172, 0.183, 0.134, 0.121, 0.119, 0.127, -0.844, 0.030, 0.169, 0.159, 0.132, 0.114, 0.113, 0.127, -0.906, 0.050, 0.193, 0.163, 0.139, 0.123, 0.127, 0.111, -0.783, 0.022, 0.157, 0.149, 0.113, 0.122, 0.116, 0.103, -0.813, 0.075, 0.153, 0.153, 0.114, 0.102, 0.117, 0.100, -0.869, 0.084, 0.169, 0.154, 0.113, 0.122, 0.109, 0.118, -0.766, -0.011, 0.164, 0.151, 0.113, 0.120, 0.108, 0.121, -0.063, -0.505, -0.066, -0.051, 0.082, 0.076, 0.083, 0.128, 0.082, 0.077, 0.074, 0.082, -0.059, -0.463, -0.082, -0.047, 0.079, 0.067, 0.073, 0.132, 0.073, 0.070, 0.075, 0.081, -0.069, -0.468, -0.077, -0.052, 0.077, 0.078, 0.082, 0.130, 0.073, 0.076, 0.075, 0.075, -0.064, -0.439, -0.052, -0.083, 0.070, 0.078, 0.066, 0.126, 0.074, 0.077, 0.072, 0.076, -0.055, -0.494, -0.052, -0.073, 0.079, 0.069, 0.069, 0.127, 0.082, 0.076, 0.090, 0.081, -0.055, -0.500, -0.065, -0.053, 0.074, 0.078, 0.083, 0.134, 0.072, 0.079, 0.075, 0.078]}

{"formula": "C26H40BrNNiOP2", "method": "wB97M-V/def2-TZVPD", "lumo_ev": [-7.409, -8.829], "homo_lumo_gap_ev": [6.94, 5.63], "total_charge": 2, "spin_multiplicity": 3, "s2": 2.02, "elements": ["N", "C", "C", "C", "C", "C", "C", "Ni", "P", "C", "C", "C", "C", "C", "C", "C", "Br", "H", "H", "H", "H", "H", "H", "H", "H", "H", "H", "P", "C", "C", "H", "H", "H", "H", "H", "C", "C", "H", "H", "H", "H", "H", "C", "C", "H", "H", "H", "H", "H", "C", "C", "H", "H", "H", "H", "H", "C", "C", "H", "H", "H", "H", "H", "C", "C", "H", "H", "H", "H", "H", "O", "C"], "coordinates": [[-4.8954, -0.6944, 3.8370], [-3.8933, 0.0217, 4.3803], [-2.8869, 0.6498, 3.6418], [-2.8633, 0.5353, 2.2295], [-3.9406, -0.1880, 1.6638], [-4.9026, -0.7701, 2.4938], [-1.8259, 1.2027, 1.4333], [0.0000, 0.0000, 0.9656], [1.8678, 0.6764, -0.3853], [-1.7226, 1.0880, 0.0214], [-1.2892, 2.1809, -0.8615], [-1.5940, 2.1325, -2.2426], [-1.1712, 3.1300, -3.1290], [-0.4308, 4.2122, -2.6353], [-0.1527, 4.3218, -1.2617], [-0.5863, 3.3188, -0.3930], [0.2151, 5.5510, -3.8354], [-1.4283, 2.1106, 1.9039], [-2.3727, 0.3576, -0.4733], [-2.1156, 1.2325, 4.1570], [-4.0412, -0.2756, 0.5779], [-3.8970, 0.1039, 5.4768], [-5.7367, -1.3302, 2.0470], [-2.1667, 1.2835, -2.6316], [-0.3592, 3.4086, 0.6736], [-1.4038, 3.0626, -4.1954], [0.4035, 5.1835, -0.8822], [-0.4998, -2.3351, 0.4494], [2.6655, 2.2338, 0.3049], [3.4679, 3.1631, -0.6138], [3.2788, 1.8976, 1.1627], [1.8225, 2.7916, 0.7451], [3.8069, 4.0522, -0.0507], [4.3616, 2.6734, -1.0328], [2.8482, 3.5235, -1.4523], [1.5710, 1.0787, -2.1893], [2.7118, 0.9732, -3.2082], [1.1443, 2.0950, -2.1988], [0.7454, 0.4124, -2.4920], [2.3282, 1.2113, -4.2171], [3.5325, 1.6759, -2.9931], [3.1351, -0.0455, -3.2496], [3.2735, -0.5668, -0.4476], [4.7215, -0.0952, -0.6308], [2.9880, -1.2823, -1.2419], [3.1906, -1.1322, 0.4935], [5.4090, -0.9605, -0.5996], [4.8789, 0.4223, -1.5899], [5.0243, 0.5917, 0.1787], [0.4864, -3.7594, 1.1760], [2.0021, -3.6487, 1.0126], [0.1092, -4.7005, 0.7297], [0.2334, -3.7961, 2.2509], [2.5153, -4.4972, 1.4993], [2.3026, -3.6401, -0.0492], [2.3711, -2.7160, 1.4703], [-0.3019, -2.7392, -1.3699], [-1.1574, -1.8494, -2.2767], [-0.5263, -3.8114, -1.5354], [0.7682, -2.5873, -1.6031], [-0.9547, -2.0536, -3.3431], [-2.2361, -2.0105, -2.1036], [-0.9395, -0.7862, -2.0781], [-2.2100, -3.0416, 0.7511], [-2.5456, -3.1935, 2.2395], [-2.2974, -4.0124, 0.2241], [-2.9243, -2.3466, 0.2767], [-3.6079, -3.4556, 2.3795], [-1.9411, -3.9874, 2.7120], [-2.3621, -2.2510, 2.7821], [0.0000, 0.0000, 4.1836], [0.0000, 0.0000, 2.9656]], "lowdin_charge": [0.101, -0.096, -0.034, -0.237, -0.028, -0.120, -0.136, 0.352, 0.979, -0.103, -0.239, -0.021, -0.089, -0.652, -0.099, -0.040, 0.816, 0.132, 0.110, 0.111, 0.111, 0.129, 0.129, 0.127, 0.111, 0.124, 0.123, 0.988, -0.372, -0.117, 0.088, 0.046, 0.097, 0.068, 0.069, -0.368, -0.110, 0.049, 0.056, 0.095, 0.067, 0.078, -0.388, -0.120, 0.075, 0.042, 0.095, 0.064, 0.078, -0.368, -0.144, 0.108, 0.082, 0.096, 0.072, 0.050, -0.369, -0.146, 0.107, 0.071, 0.097, 0.081, 0.019, -0.365, -0.139, 0.107, 0.060, 0.092, 0.078, 0.055, 0.144, 0.072]}

{"formula": "C12H22N2O2", "method": "wB97M-V/def2-TZVPD", "lumo_ev": 0.753, "homo_lumo_gap_ev": 8.78, "relative_energy_kcal_mol": 335.8, "elements": ["C", "O", "C", "C", "H", "H", "C", "N", "C", "C", "C", "N", "H", "H", "H", "H", "H", "H", "H", "H", "C", "C", "C", "C", "C", "O", "H", "H", "H", "H", "H", "H", "H", "H", "H", "H", "H", "H"], "coordinates": [[0.0189, 1.3075, 4.2420], [-1.1425, 0.7007, 3.6976], [-0.7984, -0.2112, 2.5667], [-0.4244, 0.4590, 1.3794], [-1.2105, 1.2956, 1.2496], [0.5513, 0.9453, 1.5754], [-0.2370, -0.7953, 0.4589], [0.2740, -0.0826, -1.0552], [-0.6237, 0.8061, -1.6870], [-2.1409, 0.1631, -1.8666], [-2.7999, 0.8580, -3.0431], [-4.1005, 0.4505, -3.0356], [-4.2723, -0.3855, -3.1697], [-4.8184, 0.8957, -3.7128], [-2.3369, 1.0816, -3.8644], [-2.9840, 1.8559, -2.4625], [-2.0763, -0.8788, -2.1266], [-2.6706, 0.0182, -0.8814], [-0.8406, 1.7471, -1.2681], [-0.2834, 0.8458, -2.6617], [1.6441, 0.3947, -1.0552], [2.6393, -0.8762, -0.5699], [3.2718, -0.8375, 0.5275], [4.0539, -2.1118, 0.5476], [3.9227, -2.2913, -0.8695], [2.8236, -1.6928, -1.4029], [4.0775, -3.2874, -1.0047], [4.7481, -2.3029, 1.1180], [3.2189, -0.1767, 1.5209], [1.7357, 0.4871, -2.0803], [1.7401, 1.2767, -0.6053], [-1.0954, -1.0689, 0.1691], [0.5083, -1.4084, 0.5649], [-1.6105, -0.8192, 2.7325], [0.1442, -0.8939, 3.0941], [0.4915, 2.0191, 3.3311], [0.9500, 0.8607, 4.4911], [-0.3476, 1.6521, 5.1564]], "lowdin_charge": [-0.146, -0.208, -0.266, -0.180, 0.170, 0.103, 0.035, -0.141, -0.209, -0.146, -0.323, -0.002, -0.047, 0.140, 0.058, 0.149, 0.093, 0.121, 0.094, 0.090, -0.054, -0.469, -0.044, 0.080, -0.084, 0.171, 0.080, 0.007, 0.164, 0.091, 0.067, 0.019, 0.048, 0.097, 0.192, 0.134, 0.052, 0.062]}

| no. | calculated total energy (Ha) |
| --- | --- |
| 1 | -2895.6791 |
| 2 | -5909.1474 |
| 3 | -729.9425 |